Record 1
DFT (ωB97M-V/def2-TZVPD) results for 8 unconnected molecules or ions with the total composition C21H49ClN7O11 at a distorted geometry.

Element x y z (Å)
1 H 5.25 1.47 4.85
2 H 3.47 3.95 2.02
3 O -2.83 2.74 -3.44
4 H -3.38 2.68 3.05
5 C -1.81 -2.52 -2.47
6 H 0.93 2.59 0.18
7 N -0.92 -3.64 -2.23
8 N -0.16 3.87 -1.05
9 H -2.59 2.80 -5.44
10 H -0.79 0.10 -5.94
11 H -1.53 -1.69 -1.82
12 H -0.10 3.98 -3.12
13 C 5.67 3.33 3.10
14 H 0.44 1.11 -3.34
15 H -2.29 -3.67 0.34
16 H -1.74 -2.20 -3.51
17 Cl 0.05 -0.19 0.99
18 C -2.28 2.41 -4.45
19 O -2.41 3.90 -0.69
20 H -0.48 -6.82 1.14
21 H -2.85 -2.80 -2.27
22 N -1.21 1.58 -4.52
23 O -1.00 0.71 1.41
24 C 5.37 -2.31 1.11
25 H 4.54 -0.74 -1.11
26 H 5.56 4.23 2.47
27 H -1.09 -4.73 -4.01
28 H 3.02 -0.36 -0.33
29 O 3.10 -3.88 0.99
30 C -5.88 3.46 1.20
31 C -1.29 3.62 -0.34
32 N -5.29 2.73 2.18
33 H -1.10 5.20 -2.32
34 H 0.65 5.37 -2.23
35 O -0.18 -1.47 1.63
36 C 1.11 3.36 -0.58
37 H 3.53 1.33 4.59
38 O -5.35 3.93 0.23
39 H -1.13 -5.85 -0.24
40 H 5.77 -1.56 1.79
41 H -3.81 1.22 2.19
42 C -6.03 2.31 3.34
43 C 3.03 -2.76 0.55
44 C -3.92 2.30 2.17
45 C -0.16 4.64 -2.25
46 H -6.12 1.22 3.38
47 C 0.18 -3.51 -1.44
48 H 2.09 -2.33 0.19
49 H -5.46 2.59 4.24
50 H -3.17 -4.22 1.81
51 H 1.67 2.91 -1.40
52 N 4.09 -1.89 0.59
53 H 1.75 4.11 -0.10
54 H -0.55 -5.64 -2.55
55 N 4.50 2.73 3.37
56 H -1.90 -3.01 1.90
57 O 1.00 -4.40 -1.27
58 C -2.20 -3.92 1.40
59 H 0.43 1.36 -5.80
60 C 4.05 -0.65 -0.13
61 H -1.11 1.71 -6.61
62 H -1.10 3.03 0.58
63 C 3.32 3.03 2.59
64 H -7.01 2.79 3.43
65 H 3.12 2.23 1.87
66 O 1.34 0.36 1.35
67 O 0.77 -5.45 2.66
68 C 4.48 1.47 4.08
69 H -0.25 -3.73 2.98
70 C -0.64 0.93 -3.36
71 H 0.25 -2.52 -0.97
72 H 5.24 -3.21 1.70
73 C -0.65 1.18 -5.79
74 N -1.21 -4.94 1.63
75 H 4.52 0.15 0.43
76 H -6.95 3.62 1.43
77 C -1.24 -6.12 0.81
78 C -1.21 -4.87 -2.93
79 O 6.75 2.98 3.52
80 O 0.06 -0.37 -0.45
81 H -2.22 -6.61 0.93
82 H -2.24 -5.15 -2.71
83 H -1.08 1.31 -2.44
84 H 2.42 3.19 3.19
85 H 4.66 0.63 3.40
86 C -0.16 -4.71 2.48
87 H 6.08 -2.51 0.30
88 H -3.39 2.66 1.29
89 H -0.83 -0.14 -3.39

energy relative to the best compared isomer or geometry (same formula, charge and spin) = 369.0 kJ/mol
energy = -68042.788 eV
strongest force on any atom = 1.0 eV/A
net charge = -1
HOMO = -6.381 eV

---

Record 2
DFT (ωB97M-V/def2-TZVPD) results for a molecular structure, C21H49F6N7O8PV at a distorted geometry.

Element x y z (Å)
1 H -3.00 -4.25 4.18
2 C 0.04 -4.16 2.96
3 H 1.26 1.25 3.78
4 H -1.76 -5.46 3.81
5 C 1.35 3.81 1.36
6 C -2.84 3.36 0.83
7 O -1.53 -1.82 -1.06
8 O -1.63 0.91 1.46
9 H -3.51 4.00 3.47
10 N 2.40 3.05 0.64
11 N -3.10 2.56 2.02
12 F 5.41 -1.78 0.62
13 F 4.83 -0.98 -2.49
14 H 1.19 2.22 -3.52
15 C -1.71 -2.75 2.12
16 H -2.26 3.52 -4.24
17 C 3.02 -1.35 2.54
18 F 6.53 -0.59 -0.97
19 H -2.78 -0.46 -3.69
20 C -3.34 0.40 -3.30
21 H 4.05 -1.12 2.30
22 H 0.22 -4.29 4.03
23 H 3.86 3.64 1.93
24 O -1.45 1.01 -1.38
25 H 3.25 0.09 -6.15
26 O -0.91 -1.93 1.66
27 H -2.81 -2.65 2.05
28 H 1.82 2.19 -5.13
29 H 4.27 0.72 -4.86
30 H -3.32 2.87 -0.01
31 N 2.41 0.42 -4.15
32 N -1.37 -3.85 2.74
33 C 2.12 1.99 -0.10
34 N 2.53 -0.29 3.40
35 H -3.56 -4.98 -1.31
36 H -2.84 0.86 3.12
37 H -3.75 2.85 -4.50
38 H -4.30 0.63 -3.75
39 C -2.72 2.53 -4.31
40 H -3.51 -0.91 -0.27
41 C -4.02 3.18 2.97
42 C 3.40 0.24 4.44
43 H 2.43 -1.73 1.70
44 H -2.42 2.04 -5.23
45 H 4.37 0.46 4.00
46 H 2.83 2.56 -3.81
47 O 0.87 -0.47 -2.69
48 H 3.86 4.54 0.35
49 C 1.85 -0.54 -3.45
50 H -5.03 3.46 2.64
51 C 3.69 3.60 0.86
52 C -2.13 -2.86 -1.30
53 H -1.81 3.63 0.61
54 P 5.14 -1.40 -0.94
55 N -3.44 -2.95 -0.98
56 C 2.04 1.87 -4.11
57 H -1.69 -3.73 -1.80
58 F 3.70 -2.13 -0.78
59 H 4.42 2.87 0.51
60 C 1.37 0.37 3.14
61 C 3.48 0.00 -5.09
62 H -4.71 -2.02 0.41
63 C -4.09 -4.16 -0.84
64 O 0.99 -1.13 -0.07
65 H 0.30 -5.00 2.33
66 C -2.44 1.37 2.23
67 H -4.67 -1.45 -1.37
68 H -4.28 2.43 3.72
69 O 1.02 1.45 -0.20
70 F 4.33 -0.06 -0.47
71 H 0.36 3.35 1.44
72 C -1.57 1.79 -2.31
73 H -1.00 2.72 -2.44
74 H -4.26 -4.37 0.22
75 H 3.00 1.17 4.84
76 O 0.65 0.09 2.17
77 N -2.55 1.65 -3.23
78 H 1.71 4.20 2.31
79 C -2.42 -4.70 3.38
80 C -4.13 -1.78 -0.48
81 F 5.89 -2.76 -1.41
82 H 3.93 -0.98 -4.98
83 H 2.40 -1.49 -3.46
84 H 3.00 -2.25 3.15
85 H -3.08 -5.10 2.61
86 H 3.58 -0.51 5.22
87 H 0.75 -3.41 2.61
88 H 3.03 1.73 -0.66
89 H -3.28 4.35 0.96
90 H 1.25 4.76 0.83
91 V -0.40 -0.37 0.14
92 H -5.10 -4.03 -1.22
93 H -3.68 0.21 -2.28

energy relative to the best compared isomer or geometry (same formula, charge and spin) = 118.4 kJ/mol
energy = -100663.851 eV
strongest force on any atom = 5.2 eV/A
net charge = +1
multiplicity = 2
HOMO (spin up / spin down) = -10.693 / -10.698 eV

---

Record 3
DFT (ωB97M-V/def2-TZVPD) results for 8 unconnected molecules or ions with the total composition C21H49N8O10 at a distorted geometry.

Element x y z (Å)
1 N 3.59 -0.45 -2.43
2 H 3.25 -3.28 3.54
3 H -1.68 0.35 1.83
4 C 4.25 -2.43 -3.90
5 C -0.35 -1.56 -4.09
6 C 0.45 0.04 4.19
7 C 1.48 -2.06 3.74
8 H 0.71 -0.13 -3.22
9 O 0.20 0.49 0.89
10 C 3.92 -1.12 1.34
11 C -0.77 -2.25 -5.37
12 H 2.99 -2.63 5.17
13 H -1.66 -1.78 -5.80
14 O 0.34 2.23 -0.30
15 O 1.02 0.41 -1.02
16 H 3.09 0.11 2.79
17 O 2.45 -2.34 -2.32
18 H 1.83 0.41 -5.33
19 H 0.03 -2.12 -6.09
20 O -1.96 -2.04 1.69
21 C -4.58 4.64 1.91
22 H -2.93 5.05 -0.52
23 H 5.13 -3.71 1.18
24 H -5.83 4.69 3.79
25 H -0.53 -0.31 3.86
26 N -3.17 0.86 -2.12
27 H -1.65 4.28 0.26
28 C 4.81 0.28 -2.80
29 C 0.74 0.44 -5.28
30 H -4.74 -1.29 3.27
31 H 4.91 -3.13 -3.39
32 H 3.05 0.81 1.22
33 H 4.82 -1.81 -4.59
34 C -4.84 4.90 3.37
35 O 3.00 -1.63 0.73
36 H -3.25 2.08 2.67
37 N 5.18 -1.63 1.48
38 H 0.28 0.26 -6.25
39 C -3.42 1.02 2.89
40 H -4.82 -0.69 -0.24
41 H -3.07 3.38 -0.11
42 O -5.50 4.32 1.20
43 N 0.50 1.06 -0.13
44 H 0.43 1.47 -5.09
45 H 6.68 -2.91 0.88
46 H 3.04 0.04 -1.74
47 H -1.02 -3.31 -5.33
48 C 2.51 -3.10 4.31
49 H 2.05 -4.06 4.56
50 H 5.66 -0.38 -2.99
51 H 4.60 0.79 -3.74
52 H 2.04 -0.96 5.23
53 N -3.28 4.74 1.60
54 H 4.59 0.86 2.08
55 H -3.88 -2.84 3.22
56 C 5.60 -2.81 0.79
57 H -4.71 -2.27 1.80
58 C -2.78 -1.31 2.24
59 C 3.33 -1.70 -2.84
60 H -4.70 5.98 3.43
61 C -2.06 1.73 -2.44
62 H 5.93 -1.01 1.75
63 H -1.12 1.20 -2.58
64 N 0.36 -0.40 -4.13
65 C -2.74 4.34 0.29
66 H -4.06 1.30 -2.30
67 H -2.55 5.18 2.14
68 H -2.30 2.30 -3.33
69 O 0.97 -2.22 2.67
70 H 0.85 0.72 3.44
71 H -1.82 2.46 -1.66
72 H 5.32 -2.71 -0.26
73 C -4.12 -1.94 2.65
74 H -5.09 -0.65 -2.05
75 O -2.11 -0.71 -0.86
76 H -4.04 4.39 3.90
77 O -0.56 -2.08 -2.99
78 C -3.13 -0.27 -1.42
79 H 0.39 0.63 5.11
80 C 3.70 0.27 1.90
81 N 1.38 -0.98 4.47
82 N -2.50 0.02 2.32
83 H -4.35 0.73 2.39
84 C -4.47 -1.01 -1.23
85 H 5.02 1.00 -2.01
86 H -4.39 -2.10 -1.21
87 H -3.54 0.87 3.96
88 H 3.62 -2.99 -4.59

energy relative to the best compared isomer or geometry (same formula, charge and spin) = 517.4 kJ/mol
energy = -54965.464 eV
strongest force on any atom = 4.9 eV/A
net charge = -1
HOMO = -4.430 eV

---

Record 4
DFT (ωB97M-V/def2-TZVPD) results for 4 unconnected molecules or ions with the total composition C21H50Cl2O15P3S at a distorted geometry.

Element x y z (Å)
1 C 3.90 2.72 -8.19
2 H 0.68 2.94 -2.41
3 H -2.43 -0.45 4.83
4 C -3.98 2.94 -1.43
5 C 0.08 -7.06 0.17
6 P -1.83 2.16 -0.05
7 H -5.58 3.83 -0.30
8 H 1.97 -7.29 1.18
9 C 1.07 -4.78 3.61
10 H 0.03 1.99 -3.73
11 O 0.06 -0.55 4.15
12 H -0.03 -6.58 4.12
13 C -1.13 -2.32 -0.71
14 H -3.76 2.01 -1.94
15 H -1.25 1.86 3.42
16 C 0.92 2.16 -3.12
17 H 0.98 0.97 2.90
18 H 4.85 1.15 -7.08
19 H 1.64 -6.86 3.64
20 H -2.97 -2.91 8.24
21 H 0.39 -4.10 4.13
22 H 1.70 0.15 -3.08
23 C -1.01 1.57 2.39
24 O 2.23 4.12 -5.74
25 H -1.40 0.57 2.24
26 H 1.29 -6.17 5.24
27 C 2.88 4.96 -4.79
28 C 4.37 4.75 -4.70
29 O 0.23 -2.12 5.93
30 O 1.25 1.21 -5.66
31 H 2.90 3.16 -8.32
32 C -1.63 -3.74 -0.49
33 H -3.15 -1.15 8.46
34 C 0.99 -6.18 4.19
35 C 0.48 1.62 2.18
36 H 4.56 3.52 -7.87
37 H -0.77 -1.89 0.22
38 H 0.15 4.83 1.37
39 H -0.47 6.31 0.60
40 H 0.86 2.64 2.30
41 H 1.90 -5.89 0.12
42 H -0.29 -2.33 -1.41
43 O 0.54 0.23 6.32
44 H 4.61 3.81 -4.21
45 O 2.01 2.64 -3.93
46 P -0.75 -4.97 1.71
47 C -2.58 -1.93 7.94
48 C 3.87 1.60 -7.16
49 C -0.65 4.55 -0.61
50 C -2.00 -0.56 5.83
51 H 4.83 5.56 -4.12
52 H -6.10 2.53 -1.38
53 O -2.72 0.96 -0.07
54 H -1.58 5.11 1.25
55 H -0.17 -8.12 0.13
56 O 3.53 2.09 -5.86
57 O -0.60 3.13 -0.53
58 O -1.70 2.51 1.53
59 H -4.02 3.73 -2.18
60 O -1.43 -3.75 2.21
61 H 0.75 1.29 1.17
62 H 2.05 -7.51 -0.57
63 H -1.48 4.89 -1.23
64 O 0.79 -4.77 2.20
65 C -5.31 2.86 -0.70
66 H 2.41 4.90 -3.81
67 H -5.26 2.16 0.14
68 H 3.17 0.82 -7.46
69 C -2.63 -1.84 6.42
70 H -2.54 -3.73 0.11
71 H 4.82 4.74 -5.69
72 C 1.34 0.90 -2.39
73 C -0.64 5.24 0.74
74 C 1.59 -6.93 0.23
75 O -0.61 -4.52 0.13
76 H 2.15 1.12 -1.69
77 H 2.69 5.98 -5.14
78 O -0.59 -6.56 1.32
79 H 2.08 -4.38 3.73
80 O -2.95 3.29 -0.50
81 Cl -2.37 0.86 6.84
82 H -1.91 -1.69 -1.12
83 P 1.97 2.51 -5.56
84 Cl -4.34 -1.97 5.83
85 H 0.50 0.49 -1.83
86 H -2.06 -2.70 6.04
87 H 4.24 2.34 -9.15
88 H -1.52 -1.89 8.25
89 H 0.26 4.84 -1.15
90 H -1.87 -4.20 -1.45
91 H -0.32 -6.63 -0.75
92 S -0.19 -0.77 5.57

energy = -117051.367 eV
strongest force on any atom = 7.4 eV/A
net charge = -1
HOMO = -5.501 eV

---

Record 5
DFT (ωB97M-V/def2-TZVPD) results for a molecular structure, C21H51AlBrFO11P at a distorted geometry.

Element x y z (Å)
1 F 4.91 0.68 6.01
2 C -0.09 1.98 -0.55
3 C 2.19 -0.86 1.92
4 H -5.77 -1.35 -0.26
5 H 1.54 -1.66 1.56
6 H -8.09 -4.75 -0.48
7 C 3.89 3.21 -2.06
8 O -6.47 -5.16 0.69
9 H 3.66 4.78 -6.09
10 C 5.48 0.75 -3.14
11 H -4.46 -3.89 2.11
12 H -3.25 -4.23 0.92
13 H -6.61 -2.25 4.63
14 H 2.62 4.35 -3.37
15 C -6.39 -1.78 1.72
16 C 4.41 -0.39 3.00
17 H 4.93 3.19 -1.73
18 H 5.50 -0.54 2.89
19 C 3.57 -1.49 2.28
20 C 7.24 1.99 -2.10
21 H -2.98 0.23 -3.73
22 H 2.55 3.61 -5.31
23 O 2.91 -3.45 5.75
24 H 5.16 -1.88 1.22
25 O -6.56 -2.84 2.65
26 H 3.45 0.17 -3.30
27 O -0.71 1.15 0.42
28 H -3.35 4.30 0.46
29 H -6.55 -2.90 -0.14
30 H -2.35 0.39 1.30
31 O 4.22 -1.96 1.10
32 H -1.57 -0.36 -2.79
33 H 5.61 0.19 -2.21
34 C 3.59 3.84 -5.54
35 H -3.88 0.37 -0.57
36 O -4.54 -2.80 0.35
37 C -5.06 -5.26 0.54
38 Al 3.99 -0.52 5.00
39 C -5.91 -2.65 3.89
40 H 1.81 -0.41 2.85
41 H -4.73 -6.12 1.13
42 H 7.35 3.05 -1.85
43 C 4.01 1.11 -3.30
44 H 6.88 1.48 -1.20
45 H -6.65 -5.24 -1.39
46 H 2.37 -0.07 1.17
47 H 8.22 1.60 -2.39
48 H -2.58 2.01 0.70
49 H 3.82 1.55 -4.28
50 C -2.30 4.61 0.35
51 H -1.49 1.19 -3.62
52 H 2.35 -2.90 5.20
53 Br 5.60 -2.84 7.53
54 C 3.69 4.22 -3.18
55 C -4.31 -4.03 1.04
56 O 6.34 1.88 -3.18
57 H -5.74 -0.99 2.12
58 C -2.80 0.43 -0.77
59 H -5.55 -3.62 4.24
60 H 4.08 5.19 -2.84
61 P 4.49 -2.78 5.56
62 H 2.42 -0.27 5.24
63 H 0.00 3.86 0.49
64 H -0.29 1.60 -1.55
65 C -2.15 0.52 -3.07
66 H 5.76 0.10 -3.97
67 H 3.33 3.58 -1.20
68 C -2.13 1.05 0.45
69 H -2.42 -0.58 -0.91
70 H -5.04 -1.98 3.81
71 O -2.65 1.21 -1.95
72 O 4.39 3.90 -4.37
73 H 3.98 3.04 -6.18
74 C -7.22 -5.42 -0.47
75 H -7.38 -1.34 1.55
76 O -1.72 3.83 -0.68
77 H 0.22 3.97 -1.26
78 H -7.59 -6.45 -0.46
79 H 4.16 0.59 2.56
80 C -5.84 -2.24 0.37
81 H -1.81 4.46 1.31
82 H 0.98 1.85 -0.39
83 H -2.28 5.66 0.08
84 C -0.36 3.48 -0.47
85 O 3.41 1.89 -2.28
86 H 3.35 -2.37 2.92
87 H -4.79 -5.44 -0.51

energy relative to the best compared isomer or geometry (same formula, charge and spin) = 116.1 kJ/mol
energy = -133770.604 eV
strongest force on any atom = 2.4 eV/A
net charge = -1
HOMO = -4.033 eV